No. 1
9
Properties=species:S:1:pos:R:3:forces:R:3 method="wB97M-V/def2-TZVPD" spin_multiplicity=1 lumo_ev=-5.73 e_tot_ev=-13075.52802 homo_ev=-13.16 max_force_ev_per_a=6.6 total_charge=+1 relative_energy_kcal_mol=0.0 homo_lumo_gap_ev=7.43
C -1.332420 -0.216602 0.155734 -2.5 -0.7 -2.9
C -1.953086 0.804815 -0.459619 0.2 0.1 0.1
H -3.001724 0.755460 -0.781471 0.5 0.0 0.2
H -1.934783 -1.135145 0.231832 0.3 0.2 0.2
H -1.451495 1.758269 -0.664965 -0.2 -0.2 0.1
O 2.178799 -0.363664 0.734470 3.4 -0.8 -1.7
C 3.092665 -0.644729 0.055508 3.6 -1.2 -1.3
O 4.059651 -0.949523 -0.479509 -1.5 0.5 0.3
Sn 0.342395 -0.008878 1.208022 -3.8 2.2 4.9

---

No. 2
9
Properties=species:S:1:pos:R:3:forces:R:3 method="wB97M-V/def2-TZVPD" s_squared=0.76 spin_multiplicity=2 lumo_ev="-17.96 / -19.92" e_tot_ev=-11903.46692 homo_ev="-26.75 / -28.41" max_force_ev_per_a=5.7 total_charge=+3 relative_energy_kcal_mol=98.4 homo_lumo_gap_ev="8.78 / 8.49"
O 0.623917 1.082894 -0.188120 -3.3 0.0 -0.8
O 0.693568 -1.248937 -0.456843 0.6 3.3 0.1
C -0.686973 0.864209 -0.029746 4.9 -1.5 -2.4
C -0.926803 -0.571718 0.119388 0.0 -0.6 -0.3
C 1.470352 -0.296416 -0.539995 -5.0 -2.2 0.5
H -1.391103 1.588841 -0.437180 -0.6 1.1 1.1
H -0.935050 -0.937649 1.153907 -0.2 -0.4 0.1
H -1.654508 -1.024795 -0.564094 0.1 -0.4 -0.2
Tl 2.806603 0.543575 0.942683 3.5 0.8 1.8

---

No. 3
9
Properties=species:S:1:pos:R:3:forces:R:3 method="wB97M-V/def2-TZVPD" s_squared=3.78 spin_multiplicity=4 lumo_ev="-5.97 / -5.71" e_tot_ev=-32932.50214 homo_ev="-12.93 / -13.07" max_force_ev_per_a=3.4 total_charge=+1 relative_energy_kcal_mol=0.0 homo_lumo_gap_ev="6.96 / 7.35"
O 0.280833 -0.264397 0.301640 0.4 -0.7 0.1
C -2.700790 -2.462725 0.358982 -0.9 -0.1 0.2
O -3.738044 -2.880528 0.311815 0.6 0.1 -0.2
V -0.869339 -1.351015 0.943383 -0.5 -0.9 0.7
C 0.614530 0.908214 -0.208043 1.2 2.8 -1.5
C 1.869054 1.367490 -0.355531 -0.7 -0.5 0.5
H -0.223088 1.522887 -0.573869 0.2 -0.4 0.2
H 2.035165 2.353515 -0.789410 -0.1 -0.4 0.1
H 2.731678 0.806559 0.011034 -0.3 0.1 -0.2